[1]
{
  "formula": "C24H46Cl8F12N2O14S4Zn",
  "method": "ωB97M-V/def2-TZVPD",
  "symbols": ["Zn", "Cl", "Cl", "Cl", "Cl", "Cl", "Cl", "Cl", "Cl", "S", "S", "S", "S", "F", "F", "F", "F", "F", "F", "F", "F", "F", "F", "F", "F", "O", "O", "O", "O", "O", "O", "O", "O", "O", "O", "O", "O", "O", "O", "N", "N", "C", "C", "C", "C", "C", "C", "C", "C", "C", "C", "C", "C", "C", "C", "C", "C", "C", "C", "C", "C", "C", "C", "C", "C", "H", "H", "H", "H", "H", "H", "H", "H", "H", "H", "H", "H", "H", "H", "H", "H", "H", "H", "H", "H", "H", "H", "H", "H", "H", "H", "H", "H", "H", "H", "H", "H", "H", "H", "H", "H", "H", "H", "H", "H", "H", "H", "H", "H", "H", "H"],
  "coordinates": [[-0.494, 9.383, 15.126], [-13.735, 6.594, 11.685], [-14.413, 1.430, 18.096], [-15.098, 8.405, 14.348], [-12.030, 15.405, 19.522], [-4.260, 1.219, 18.639], [-1.356, 1.084, 22.020], [-14.923, 14.028, 18.772], [-11.564, 1.307, 16.279], [3.399, 6.754, 17.190], [2.228, 8.417, 18.789], [-4.836, 9.207, 16.597], [-4.804, 11.806, 16.763], [-2.950, 13.694, 15.968], [-6.659, 10.129, 14.601], [1.671, 4.904, 16.472], [1.272, 5.997, 19.554], [2.494, 5.966, 14.769], [0.172, 7.532, 20.332], [-4.286, 13.089, 14.375], [2.032, 7.196, 21.311], [3.699, 4.374, 15.801], [-6.182, 7.947, 14.549], [-5.105, 14.260, 15.972], [-7.482, 8.879, 16.089], [-3.939, 8.079, 16.248], [-6.421, 6.757, 25.180], [-4.440, 13.393, 7.543], [4.421, 7.475, 16.474], [3.588, 8.740, 19.295], [-4.380, 10.591, 6.355], [-4.239, 12.051, 18.064], [-6.258, 11.780, 16.675], [3.798, 6.010, 18.397], [0.598, 11.452, 13.164], [-0.424, 9.150, 12.059], [1.341, 9.584, 18.703], [-5.812, 3.884, 25.617], [-5.360, 9.196, 17.948], [-3.979, 10.601, 16.027], [2.091, 7.640, 17.195], [-13.073, 2.633, 18.195], [-6.638, 5.757, 24.146], [-3.402, 1.640, 20.152], [-12.435, 14.838, 17.954], [-6.281, 8.099, 24.685], [-5.135, 9.363, 6.229], [-14.740, 8.904, 12.714], [-5.038, 11.700, 5.765], [-13.473, 8.295, 12.218], [-1.224, 7.982, 11.721], [-6.233, 2.582, 26.136], [-4.423, 13.018, 6.123], [2.772, 5.390, 15.924], [1.379, 7.188, 20.111], [-13.938, 14.964, 17.640], [-5.735, 13.777, 8.044], [0.573, 11.398, 11.661], [-2.327, 0.635, 20.575], [-12.337, 2.760, 16.867], [-6.376, 9.005, 15.371], [-0.484, 10.322, 11.220], [-4.231, 13.309, 15.690], [-6.986, 4.433, 24.897], [1.669, 12.278, 13.574], [-7.158, 2.653, 26.709], [-2.260, 8.245, 11.511], [0.339, 12.382, 11.254], [-5.472, 2.163, 26.796], [-6.290, 8.829, 25.494], [-1.313, 7.207, 12.482], [-3.379, 12.929, 5.824], [-14.268, 15.999, 17.728], [1.530, 13.344, 13.393], [-2.870, -0.262, 20.874], [-6.383, 1.850, 25.343], [-3.000, 2.652, 20.201], [-13.608, 3.546, 18.456], [-11.594, 3.549, 16.982], [-13.070, 2.997, 16.097], [-14.260, 14.576, 16.674], [-12.679, 8.398, 12.957], [-6.392, 14.166, 7.266], [-5.436, 8.198, 24.003], [-0.224, 10.192, 10.170], [-4.557, 8.616, 6.773], [-7.940, 4.450, 25.425], [1.701, 12.045, 14.638], [-5.212, 9.108, 5.172], [-11.821, 15.451, 17.296], [-12.429, 2.396, 19.042], [-4.946, 11.573, 4.686], [-7.395, 6.134, 23.459], [-13.016, 8.826, 11.382], [-1.687, 0.407, 19.723], [-12.183, 13.777, 17.949], [-0.867, 7.450, 10.839], [-14.533, 9.975, 12.710], [-15.579, 8.657, 12.063], [-6.225, 12.928, 8.520], [2.629, 12.006, 13.133], [-5.653, 14.551, 8.807], [-1.490, 10.738, 11.282], [-6.097, 11.708, 6.024], [-5.692, 5.682, 23.609], [1.601, 11.118, 11.430], [-4.232, 1.537, 20.851], [-6.094, 9.340, 6.747], [-7.251, 3.769, 24.074], [-7.161, 8.402, 24.118], [-4.825, 13.862, 5.563]],
  "largest_force_ev_per_a": 4.69,
  "lumo_ev": -7.15,
  "e_homo_ha": -0.347,
  "energy_ev": -281810.1497,
  "orbital_gap_ev": 2.3
}


[2]
{
  "formula": "C24H46ClIO20P2S5Si2",
  "method": "ωB97M-V/def2-TZVPD",
  "symbols": ["I", "Cl", "S", "S", "S", "S", "S", "P", "P", "Si", "Si", "O", "O", "O", "O", "O", "O", "O", "O", "O", "O", "O", "O", "O", "O", "O", "O", "O", "O", "O", "O", "C", "C", "C", "C", "C", "C", "C", "C", "C", "C", "C", "C", "C", "C", "C", "C", "C", "C", "C", "C", "C", "C", "C", "C", "H", "H", "H", "H", "H", "H", "H", "H", "H", "H", "H", "H", "H", "H", "H", "H", "H", "H", "H", "H", "H", "H", "H", "H", "H", "H", "H", "H", "H", "H", "H", "H", "H", "H", "H", "H", "H", "H", "H", "H", "H", "H", "H", "H", "H", "H"],
  "coordinates": [[-5.606, -2.794, -2.739], [-5.682, -2.999, 4.363], [-1.735, -1.531, -8.369], [6.671, 4.513, -1.339], [-2.038, -3.999, -2.831], [-0.072, 5.374, 0.847], [4.434, 4.425, 3.061], [-4.906, -4.635, 3.274], [-1.890, -2.747, -1.299], [-1.672, -4.031, 0.492], [-4.414, -3.859, 1.223], [-1.566, -1.690, 2.116], [1.218, -3.117, -0.393], [3.454, 3.442, 3.902], [4.002, 4.426, 1.694], [-0.758, -1.878, -7.121], [-1.443, 4.616, 0.425], [-3.123, -2.044, -7.702], [4.629, 5.624, 3.817], [-6.237, -5.750, 3.142], [0.722, 5.563, -0.331], [5.778, 3.523, 3.165], [6.991, 4.114, 0.001], [-3.183, -4.928, 0.624], [-1.403, -2.398, -9.459], [6.711, 6.134, -1.407], [7.346, 3.990, -2.488], [-0.734, 6.797, 1.258], [0.436, 4.757, 2.035], [-1.805, -0.106, -8.503], [5.072, 4.333, -1.555], [3.371, 0.239, -0.124], [2.412, -2.360, -0.099], [-2.108, 6.815, 0.871], [-2.841, -2.737, -6.484], [1.684, 2.406, -0.085], [-1.205, -3.098, 2.097], [-0.178, -5.209, 0.104], [4.074, 2.163, 4.028], [3.111, 1.773, -0.128], [-1.554, -2.120, -5.959], [-6.058, -3.885, 0.240], [1.244, -4.432, 0.207], [-6.346, -2.584, -0.664], [4.430, 5.593, -1.358], [-0.863, -1.413, 4.583], [5.439, 6.628, -1.829], [0.753, -0.118, 0.017], [-0.660, -1.032, 3.038], [0.485, 1.426, 0.005], [5.566, 2.452, 4.085], [2.334, -5.428, -0.488], [-2.558, 5.362, 0.914], [2.157, -0.763, -0.068], [-5.904, -1.185, -0.003], [3.131, -2.522, -0.994], [5.448, 6.704, -2.920], [-2.704, -3.797, -6.719], [1.486, 3.527, -0.086], [0.158, -1.243, 5.099], [-0.346, -5.681, -0.934], [-6.950, -4.050, 0.933], [-0.089, -3.278, 2.351], [3.819, 1.575, 3.141], [-1.682, -0.778, 5.084], [-3.441, 5.181, 0.302], [5.251, 7.613, -1.399], [-6.641, -0.390, -0.411], [-0.165, -0.784, 0.092], [6.165, 1.585, 3.804], [5.865, 2.793, 5.080], [-0.611, 1.778, 0.052], [-1.032, -2.777, -5.264], [0.431, -1.194, 2.717], [3.494, 5.640, -1.916], [-3.930, -2.498, 1.439], [-2.755, 5.040, 1.941], [-4.880, -0.898, -0.414], [1.746, -6.103, -1.214], [-1.747, -1.158, -5.475], [-5.996, -1.143, 1.132], [3.716, 1.648, 4.920], [-7.040, -5.247, 2.862], [-3.667, -2.626, -5.782], [-2.171, 7.217, -0.144], [-2.686, 7.445, 1.548], [4.442, -0.151, -0.172], [-1.135, -2.503, 4.781], [-0.736, -1.935, -1.585], [-3.094, -1.984, -1.137], [-6.026, -4.785, -0.486], [2.984, -2.714, 0.829], [-1.785, -3.605, 2.969], [3.986, 2.499, -0.185], [3.125, -4.868, -1.089], [-7.495, -2.527, -0.787], [2.758, -6.113, 0.322], [4.221, 5.702, -0.290], [1.565, -4.302, 1.311], [-0.130, -6.014, 0.936], [-0.837, 0.107, 2.957]],
  "largest_force_ev_per_a": 4.56,
  "lumo_ev": -0.14,
  "e_homo_ha": -0.316,
  "energy_ev": -175709.0959,
  "orbital_gap_ev": 8.5
}


[3]
{
  "formula": "C24H47BCl2LuO2P2",
  "method": "ωB97M-V/def2-TZVPD",
  "symbols": ["Lu", "Cl", "Cl", "P", "P", "O", "O", "C", "C", "C", "C", "C", "C", "C", "C", "C", "C", "C", "C", "C", "C", "C", "C", "C", "C", "C", "C", "C", "C", "C", "C", "B", "H", "H", "H", "H", "H", "H", "H", "H", "H", "H", "H", "H", "H", "H", "H", "H", "H", "H", "H", "H", "H", "H", "H", "H", "H", "H", "H", "H", "H", "H", "H", "H", "H", "H", "H", "H", "H", "H", "H", "H", "H", "H", "H", "H", "H", "H", "H"],
  "coordinates": [[0.006, 0.133, -0.801], [-0.063, 2.283, -2.056], [0.124, -2.076, 0.220], [-2.378, -0.171, -1.589], [2.423, 0.660, -0.389], [-1.021, -0.754, 2.610], [0.276, 1.042, 3.289], [-1.422, -0.083, -4.304], [-0.987, -1.953, 4.747], [-2.367, -2.883, -2.105], [-0.461, -1.910, 6.046], [-4.704, 1.246, -0.961], [1.398, 2.979, 0.951], [-3.133, -1.785, -1.352], [0.110, 0.185, 4.336], [0.324, -0.854, 6.459], [-0.687, -0.900, 3.917], [3.872, 2.707, 0.783], [0.627, 0.224, 5.607], [2.547, 2.419, 0.100], [4.708, 0.970, -1.985], [3.606, -1.763, 0.438], [-3.222, 1.165, -0.641], [-3.885, -0.214, -3.914], [-3.001, 1.156, 0.872], [3.240, 0.564, -2.045], [-2.567, 0.296, -3.351], [-3.390, -2.184, 0.102], [3.267, -0.331, 0.854], [2.540, -0.306, 2.182], [3.078, -0.764, -2.798], [-0.367, 0.459, 2.109], [2.507, 2.946, -0.869], [-4.731, -0.098, -3.231], [5.242, 0.453, -1.179], [2.536, 0.680, 2.662], [-2.173, 0.481, 1.190], [-2.718, 2.066, -1.037], [2.228, -1.359, -2.438], [-1.788, -0.012, -5.340], [-4.118, 0.360, -4.826], [0.468, -0.355, -2.528], [2.679, 1.333, -2.611], [4.830, 2.051, -1.867], [-2.474, -2.175, 0.708], [-1.589, -2.766, 4.378], [1.251, 1.048, 5.906], [-5.185, 1.922, -0.235], [2.987, -1.020, 2.886], [5.191, 0.688, -2.934], [4.446, -1.783, -0.269], [-2.648, -3.864, -1.695], [-2.737, 2.168, 1.214], [-2.591, 1.401, -3.307], [-4.136, -1.534, 0.572], [-3.789, -3.211, 0.117], [-0.573, 0.602, -4.202], [0.736, -0.844, 7.474], [1.053, 2.266, 1.712], [-1.279, -2.771, -1.993], [-1.067, -1.108, -4.140], [2.899, -0.546, -3.866], [4.729, 2.217, 0.310], [2.751, -2.288, -0.005], [-5.200, 0.271, -0.874], [3.916, -2.326, 1.332], [4.055, 3.794, 0.742], [4.197, 0.222, 0.974], [-3.908, 0.845, 1.417], [-4.099, -1.641, -1.840], [-2.606, -2.889, -3.177], [3.987, -1.381, -2.732], [1.478, -0.616, 2.066], [1.754, 3.877, 1.479], [3.851, 2.427, 1.845], [-3.814, -1.270, -4.210], [-4.890, 1.659, -1.957], [-0.686, -2.746, 6.713], [0.540, 3.268, 0.332]],
  "largest_force_ev_per_a": 2.11,
  "lumo_ev": 2.85,
  "total_charge": -1,
  "e_homo_ha": -0.127,
  "energy_ev": -107669.3471,
  "orbital_gap_ev": 6.3
}


[4]
{
  "formula": "C24H47BFN2O9PS3",
  "method": "ωB97M-V/def2-TZVPD",
  "symbols": ["S", "S", "S", "P", "F", "O", "O", "O", "O", "O", "O", "O", "O", "O", "N", "N", "C", "C", "C", "C", "C", "C", "C", "C", "C", "C", "C", "C", "C", "C", "C", "C", "C", "C", "C", "C", "C", "C", "C", "C", "B", "H", "H", "H", "H", "H", "H", "H", "H", "H", "H", "H", "H", "H", "H", "H", "H", "H", "H", "H", "H", "H", "H", "H", "H", "H", "H", "H", "H", "H", "H", "H", "H", "H", "H", "H", "H", "H", "H", "H", "H", "H", "H", "H", "H", "H", "H", "H"],
  "coordinates": [[-5.668, 0.032, -2.398], [6.159, 2.266, 0.369], [4.503, 1.311, -1.981], [-2.256, 3.103, 1.152], [0.365, -1.906, -4.548], [-1.506, -2.367, 3.967], [-1.195, -0.855, -0.545], [1.272, -3.503, -0.019], [-3.686, 3.112, 2.140], [-2.333, 0.478, 1.797], [-7.088, 0.070, -2.944], [-1.204, -0.233, -4.876], [-5.232, 1.568, -1.898], [-4.783, -0.436, -3.525], [-2.726, 2.934, -0.567], [4.133, 0.569, 0.874], [-5.690, -1.230, -1.036], [1.613, 4.547, -1.771], [-1.672, -1.773, -2.914], [3.012, 2.411, -2.330], [-1.953, -1.649, 0.379], [1.106, 1.237, 2.780], [2.658, 0.553, 0.673], [-3.437, -2.070, -0.002], [6.215, -2.333, -0.414], [0.445, -2.864, 0.683], [-4.577, -0.949, 0.137], [-1.814, -0.877, 1.816], [-1.780, -0.565, -1.812], [4.727, -1.790, -0.116], [1.934, 1.765, 1.503], [7.325, -1.192, -0.603], [3.018, 3.770, -1.466], [-0.404, 1.829, 2.860], [4.853, 1.323, -0.163], [-1.131, -3.066, 0.495], [4.713, -0.782, 1.139], [-0.856, -1.223, -4.206], [-4.014, -1.848, 3.454], [-1.310, 1.477, 1.583], [-2.447, -1.683, 3.078], [5.766, -0.620, 1.581], [-4.636, -0.885, 3.296], [6.493, -3.062, 0.441], [-0.876, 1.581, 3.873], [-4.432, 1.790, -2.452], [-0.676, -0.781, 2.026], [4.109, -2.719, 0.198], [-2.722, -2.011, -3.289], [-3.720, 3.222, -0.601], [4.106, -1.271, 1.998], [4.196, -1.339, -1.021], [2.314, 0.498, -0.417], [1.646, 1.674, 3.708], [0.894, -2.154, 1.481], [1.243, 5.145, -0.856], [-4.492, -2.670, 2.787], [-2.830, -0.091, -1.796], [-5.641, -2.302, -1.440], [8.342, -1.691, -0.849], [2.792, 2.477, 1.815], [-3.737, -2.923, 0.725], [-1.118, 0.269, -2.279], [-4.160, -2.226, 4.536], [-0.786, -2.786, 3.447], [6.177, -2.938, -1.396], [-4.192, 2.271, 2.016], [-3.541, -2.532, -1.049], [7.101, -0.454, -1.457], [2.017, 1.865, -2.109], [-0.620, 1.296, 0.690], [-1.259, -3.546, -0.553], [3.009, 3.575, -0.331], [-2.658, 1.932, -0.808], [3.902, 4.458, -1.756], [0.772, 3.833, -2.071], [-0.272, 2.981, 2.855], [-5.167, -0.964, 1.112], [1.265, 2.291, 0.717], [2.998, 2.724, -3.435], [1.763, 5.293, -2.632], [7.523, -0.563, 0.341], [-1.076, -2.667, -2.537], [2.275, -0.422, 1.171], [-6.733, -1.137, -0.542], [-4.160, 0.119, -0.023], [-1.614, -3.803, 1.222], [1.132, 0.100, 2.918]],
  "largest_force_ev_per_a": 7.43,
  "lumo_ev": -0.69,
  "e_homo_ha": -0.305,
  "energy_ev": -92239.0876,
  "orbital_gap_ev": 7.6,
  "smiles": "CCCCN(CCCC[C@@H](O[C@@H](B(C)O)[C@@](CC=O)(CCCS(=O)(=O)O)OCCC(=O)F)P(N)O)C(=S)SCCC"
}


[5]
{
  "formula": "C24H47Cl2FO13PS5",
  "method": "ωB97M-V/def2-TZVPD",
  "symbols": ["Cl", "Cl", "S", "S", "S", "S", "S", "P", "F", "O", "O", "O", "O", "O", "O", "O", "O", "O", "O", "O", "O", "O", "C", "C", "C", "C", "C", "C", "C", "C", "C", "C", "C", "C", "C", "C", "C", "C", "C", "C", "C", "C", "C", "C", "C", "C", "H", "H", "H", "H", "H", "H", "H", "H", "H", "H", "H", "H", "H", "H", "H", "H", "H", "H", "H", "H", "H", "H", "H", "H", "H", "H", "H", "H", "H", "H", "H", "H", "H", "H", "H", "H", "H", "H", "H", "H", "H", "H", "H", "H", "H", "H", "H"],
  "coordinates": [[2.262, 0.241, -0.873], [-0.331, 0.579, -2.700], [1.088, 6.784, -6.111], [-3.677, -9.074, 3.716], [-2.820, -2.921, 3.553], [1.008, 4.790, -0.247], [7.294, 2.225, -0.843], [0.071, 0.347, -0.463], [-4.121, 2.823, 0.018], [-0.216, 7.314, -5.799], [-4.852, -8.244, 3.783], [2.195, 6.925, -5.202], [-2.351, -8.511, 3.716], [7.901, 3.525, -1.015], [-3.181, 3.869, 1.711], [-2.332, -2.295, 4.757], [-1.637, 0.620, -0.154], [7.209, 1.302, -1.946], [0.393, 0.139, 1.210], [1.123, 5.216, 1.128], [-2.638, -2.305, 2.264], [1.158, 3.412, -0.628], [-0.532, 5.397, -0.945], [1.264, 4.989, -8.073], [-3.757, -10.338, 4.993], [-3.291, -5.410, 4.237], [5.683, 2.399, -0.087], [-0.813, 0.188, 1.964], [-2.225, -4.607, 3.500], [-3.814, -10.189, 2.324], [0.944, 5.054, -6.574], [2.096, 5.774, -1.274], [-3.963, -11.670, 4.261], [-4.557, -3.334, 3.783], [-4.638, -4.867, 3.748], [-0.140, 6.455, -1.984], [-3.332, -11.530, 2.868], [8.073, 1.383, 0.546], [1.256, 6.088, -2.508], [-3.066, 1.466, 1.665], [1.606, 7.382, -7.718], [2.210, 6.154, -8.394], [7.010, 1.311, 1.649], [-3.445, 2.834, 1.184], [5.635, 1.296, 0.966], [-1.677, 1.120, 1.139], [8.950, 1.949, 0.849], [-3.214, -9.809, 1.500], [1.692, 6.888, -3.088], [2.320, 6.305, -9.467], [0.716, 7.729, -8.242], [5.644, 3.386, 0.373], [4.826, 1.461, 1.673], [-3.527, -12.495, 4.821], [-1.118, 2.077, 1.185], [-0.611, 0.627, 2.942], [-4.578, -10.102, 5.665], [-1.277, -0.802, 1.984], [0.225, 1.720, -0.477], [-0.872, 6.500, -2.790], [-1.036, 4.547, -1.404], [-1.145, 5.799, -0.142], [-0.091, -1.010, -0.731], [-0.063, 4.714, -6.349], [7.089, 2.192, 2.290], [1.190, 5.204, -3.146], [-3.824, 0.762, 1.320], [8.372, 0.394, 0.203], [-2.243, -11.527, 2.954], [-4.865, -2.933, 4.747], [1.703, 4.027, -8.335], [2.352, 6.678, -0.721], [5.466, 0.332, 0.485], [2.995, 5.203, -1.494], [0.345, 5.098, -8.652], [1.663, 4.493, -5.980], [3.200, 5.952, -7.979], [4.907, 2.304, -0.844], [-4.814, -5.204, 2.724], [-2.815, -10.315, 5.537], [-0.105, 7.442, -1.517], [-2.163, -4.898, 2.452], [-5.133, -2.868, 2.988], [-3.197, -5.251, 5.315], [-3.190, -6.475, 4.041], [7.157, 0.434, 2.278], [-5.464, -5.232, 4.356], [-1.241, -4.654, 3.960], [-4.864, -10.229, 2.038], [2.309, 8.202, -7.587], [-3.102, 1.498, 2.752], [-5.031, -11.873, 4.157], [-3.614, -12.350, 2.211]],
  "largest_force_ev_per_a": 1.20,
  "lumo_ev": 1.46,
  "total_charge": -1,
  "e_homo_ha": -0.188,
  "energy_ev": -143496.7035,
  "orbital_gap_ev": 6.6
}


> Number 1 is which compound?

C24H46Cl8F12N2O14S4Zn